60
Properties=species:S:1:pos:R:3 method="wB97M-V/def2-TZVPD" e_tot_ev=-69583.008 charge=-1 homo_ev="-3.9 / -3.9" e_lumo_ev="2.21 / 2.21" spin_multiplicity=2 mol_weight_g_mol=667.69 s2=0.7510 homo_lumo_gap_ev="6.0874 / 6.1129"
Ce 0.390 -1.250 0.435
C -0.297 -1.741 5.201
C 1.031 -1.665 5.677
C 2.045 -1.374 4.820
C 1.779 -1.121 3.432
N 0.484 -1.232 2.978
C -0.493 -1.523 3.866
N 2.779 -0.799 2.626
C 2.555 -0.178 1.433
N 2.690 -0.897 0.191
C 2.445 -0.049 -0.803
N 2.423 -0.323 -2.095
C 1.585 -1.142 -2.722
C 1.700 -1.251 -4.145
C 0.742 -1.893 -4.866
C -0.362 -2.472 -4.204
C -0.390 -2.377 -2.842
N 0.540 -1.759 -2.083
C 1.919 1.294 -0.251
C 2.458 2.562 -0.816
C 2.812 3.551 0.011
C 2.699 3.451 1.475
C 2.425 2.270 2.063
C 2.225 1.126 1.216
H -1.133 -1.965 5.849
H 1.241 -1.829 6.730
H 3.073 -1.294 5.147
H -1.489 -1.582 3.449
H 2.547 -0.765 -4.610
H 0.818 -1.943 -5.947
H -1.155 -2.978 -4.738
H -1.211 -2.826 -2.295
H 2.528 2.657 -1.894
H 3.191 4.478 -0.409
H 2.906 4.327 2.077
H 2.445 2.152 3.141
N -3.897 -1.989 0.262
C -3.660 -0.662 0.401
N -4.472 0.159 -0.292
S -2.474 -0.037 1.415
H -4.350 -2.318 -0.574
H -3.171 -2.593 0.619
H -5.052 -0.201 -1.032
H -4.156 1.115 -0.379
N 0.477 0.934 -0.495
C -0.461 1.812 -0.982
C -1.530 1.288 -1.745
C -2.563 2.082 -2.217
C -2.611 3.446 -1.933
C -1.569 3.982 -1.182
C -0.514 3.201 -0.729
H -1.493 0.237 -1.999
H -3.332 1.637 -2.844
H -3.422 4.066 -2.296
H -1.580 5.037 -0.931
H 0.263 3.659 -0.135
O -1.085 -2.867 0.247
N -0.083 -3.658 -0.034
O -0.214 -4.570 -0.817
O 1.001 -3.400 0.575


59
Properties=species:S:1:pos:R:3 method="wB97M-V/def2-TZVPD" e_tot_ev=-81572.937 charge=-2 homo_ev=0.1 e_lumo_ev=4.42 mol_weight_g_mol=673.07 homo_lumo_gap_ev=4.3113
Pd 0.183 0.250 -0.104
S -0.103 -4.250 1.387
C -0.885 -4.103 -0.128
C -0.813 -2.824 -0.598
C -0.097 -1.882 0.231
C 0.344 -2.555 1.338
C 1.061 -1.986 2.487
C 0.933 -2.520 3.782
C 1.561 -1.897 4.839
C 2.291 -0.736 4.606
C 2.361 -0.281 3.296
N 1.796 -0.895 2.267
H -1.361 -4.958 -0.586
H -1.265 -2.532 -1.541
H 0.305 -3.387 3.944
H 1.457 -2.294 5.843
H 2.775 -0.191 5.407
H 2.895 0.634 3.054
C 2.871 -2.121 -1.488
C 2.677 -0.608 -1.445
C 1.386 -0.221 -2.089
N 0.715 -0.018 -3.018
H 3.824 -2.387 -1.022
H 2.868 -2.488 -2.517
H 2.070 -2.619 -0.944
H 3.460 -0.092 -2.009
H 2.705 -0.237 -0.419
F 0.014 5.052 1.143
C 1.137 4.402 0.760
F 2.041 4.605 1.739
F 1.602 5.054 -0.323
S 0.808 2.622 0.434
O -0.119 2.777 -0.697
O 2.169 2.156 0.170
O 0.219 2.276 1.741
O -3.612 -0.112 -1.284
S -2.693 0.578 -0.317
C -2.888 -0.302 1.249
C -3.816 -1.324 1.294
C -3.935 -2.070 2.463
C -3.129 -1.788 3.556
C -2.197 -0.755 3.486
C -2.064 -0.009 2.326
C -3.597 2.061 0.224
C -2.993 2.982 1.068
C -3.702 4.118 1.429
C -4.989 4.331 0.943
C -5.569 3.404 0.087
C -4.868 2.260 -0.282
H -4.397 -1.542 0.407
H -4.647 -2.887 2.508
H -3.203 -2.387 4.457
H -1.535 -0.554 4.319
H -1.303 0.762 2.241
H -1.983 2.821 1.429
H -3.233 4.848 2.077
H -5.530 5.227 1.222
H -6.567 3.572 -0.303
H -5.277 1.521 -0.960


69
Properties=species:S:1:pos:R:3 method="wB97M-V/def2-TZVPD" e_tot_ev=-186645.915 charge=0 homo_ev="-7.5 / -7.5" e_lumo_ev="-0.51 / -2.63" spin_multiplicity=2 mol_weight_g_mol=1064.12 s2=0.7747 e_above_lowest_kcal_mol=3.5 homo_lumo_gap_ev="7.0292 / 4.8997"
Ir -0.063 0.109 0.152
Cl -0.467 1.767 1.698
C -1.589 1.080 2.864
C -1.980 1.870 3.925
C -2.899 1.351 4.821
C -3.396 0.067 4.631
C -2.973 -0.689 3.556
Cl -3.623 -2.280 3.335
C -2.043 -0.205 2.627
S -1.558 -1.181 1.262
H -1.581 2.868 4.040
H -3.229 1.942 5.664
H -4.117 -0.355 5.317
C 2.646 -4.248 0.089
C 1.741 -3.020 0.149
O 0.421 -3.361 0.539
P 1.508 -2.252 -1.483
O 1.052 -3.288 -2.568
O 2.925 -1.824 -1.966
O 0.482 -1.151 -1.389
P 2.538 -1.665 1.136
O 2.746 -2.340 2.572
O 3.848 -1.395 0.466
O 1.580 -0.505 1.295
H 2.201 -4.995 -0.567
H 2.738 -4.668 1.091
H 3.643 -3.996 -0.271
H 0.385 -3.527 1.489
H 0.090 -3.238 -2.740
H 3.487 -1.551 -1.164
H 3.670 -2.307 2.848
C 2.265 0.486 -4.443
S 1.638 2.083 -4.996
C 1.528 3.145 -3.649
C 1.559 2.913 -2.268
S 1.775 1.438 -1.530
S 1.258 4.337 -1.288
C 0.971 5.473 -2.557
S 0.587 7.038 -2.347
S 1.177 4.771 -4.140
H 2.522 -0.014 -5.377
H 1.499 -0.071 -3.909
H 3.150 0.596 -3.826
O -1.408 0.983 -1.038
C -2.568 0.521 -1.684
C -2.357 -0.792 -2.437
C -1.966 -0.927 -3.740
C -1.779 -2.275 -4.136
C -2.050 -3.152 -3.124
S -2.514 -2.336 -1.693
C -3.752 0.447 -0.733
C -4.834 -0.379 -0.706
C -5.765 -0.037 0.316
C -5.376 1.055 1.024
S -3.884 1.678 0.461
C -2.905 1.621 -2.686
C -3.953 1.708 -3.552
C -3.963 2.929 -4.280
C -2.930 3.744 -3.932
S -1.944 3.038 -2.725
H -1.820 -0.077 -4.392
H -1.489 -2.581 -5.131
H -2.060 -4.231 -3.165
H -4.968 -1.210 -1.383
H -6.675 -0.586 0.511
H -5.881 1.522 1.855
H -4.694 0.928 -3.657
H -4.710 3.188 -5.016
H -2.704 4.727 -4.314


60
Properties=species:S:1:pos:R:3 method="wB97M-V/def2-TZVPD" e_tot_ev=-318683.152 charge=-1 homo_ev="-5.0 / -5.0" e_lumo_ev="0.79 / 0.79" mol_weight_g_mol=1074.36 homo_lumo_gap_ev="5.7399 / 5.7430"
Os -0.369 0.674 -0.317
Se -4.079 -2.318 -2.142
Sb -3.740 -0.795 -0.331
Se -1.400 -1.252 0.608
Se -2.421 1.268 -1.267
Se -5.463 -0.092 1.153
O 0.979 0.701 2.691
S 0.450 1.988 2.352
O 1.059 3.147 2.956
N 0.459 2.186 0.691
C 1.474 2.925 0.030
C 2.380 3.823 0.546
C 3.269 4.505 -0.314
C 3.260 4.324 -1.666
C 2.339 3.413 -2.229
C 2.231 3.142 -3.613
C 1.310 2.242 -4.060
C 0.491 1.579 -3.127
N 0.576 1.812 -1.842
C 1.471 2.721 -1.372
C -1.268 2.022 2.706
C -1.788 1.050 3.545
C -3.123 1.131 3.909
C -3.912 2.163 3.428
C -3.377 3.127 2.584
C -2.044 3.064 2.219
H 2.417 4.008 1.604
H 3.975 5.196 0.129
H 3.945 4.859 -2.312
H 2.888 3.656 -4.304
H 1.205 2.012 -5.110
H -0.239 0.841 -3.435
H -1.158 0.236 3.874
H -3.556 0.363 4.537
H -4.963 2.199 3.681
H -4.009 3.911 2.189
H -1.614 3.792 1.545
C -1.315 -6.086 -0.102
C -0.406 -4.896 -0.261
C 0.404 -4.465 0.781
C 1.204 -3.334 0.662
C 2.027 -2.839 1.821
C 1.181 -2.626 -0.537
C 0.392 -3.050 -1.606
C 0.317 -2.239 -2.868
C -0.392 -4.183 -1.453
C 2.022 -1.384 -0.655
O 3.217 -1.461 -0.862
O 1.439 -0.214 -0.520
H -1.168 -6.567 0.866
H -1.134 -6.827 -0.883
H -2.360 -5.780 -0.176
H 0.397 -5.007 1.721
H 1.923 -3.503 2.680
H 1.707 -1.838 2.122
H 3.081 -2.774 1.551
H 1.311 -1.975 -3.236
H -0.232 -1.313 -2.670
H -0.226 -2.775 -3.645
H -1.043 -4.486 -2.266